No. 1
The following is a DFT calculation (ωB97M-V/def2-TZVPD) of an isolated molecule of C3H6O.

structure (SMILES) = C=COC
orbital gap = 9.90 eV
relative energy (zero: lowest compared OMol25 entry of this formula, charge and spin) = 130.8 kJ/mol

```
! RIJCOSX wB97M-V def2-TZVPD def2/J DEFGRID3
* xyz 0 1
C 1.931 -0.249 0.028
C 0.693 0.221 -0.076
O -0.368 -0.629 -0.095
C -1.662 -0.065 0.030
H 2.790 0.422 0.022
H 2.103 -1.326 0.055
H 0.550 1.323 -0.092
H -2.168 -0.343 0.961
H -1.570 1.037 -0.015
H -2.298 -0.391 -0.818
*
```

=====

No. 2
The following is a DFT calculation (ωB97M-V/def2-TZVPD) of an isolated molecule of C6H9NO2.

structure (SMILES) = CC1=C(C=O)[C@@H](C)NO1
orbital gap = 9.43 eV
relative energy (zero: lowest compared OMol25 entry of this formula, charge and spin) = 376.9 kJ/mol

```
! RIJCOSX wB97M-V def2-TZVPD def2/J DEFGRID3
* xyz 0 1
C 1.130 0.427 -2.263
C 0.237 0.124 -1.088
C 0.540 -0.268 0.162
C 1.890 -0.353 0.702
O 2.311 -0.803 1.742
C -0.917 -0.759 0.808
C -1.300 -0.032 2.066
N -1.821 -0.479 -0.354
O -1.018 0.076 -1.365
H 0.561 1.185 -2.957
H 1.318 -0.575 -2.829
H 2.178 0.926 -2.098
H 2.660 -0.133 -0.109
H -0.895 -1.861 0.740
H -1.335 1.100 1.861
H -0.584 -0.442 2.809
H -2.300 -0.362 2.560
H -2.175 -1.408 -0.652
*
```

=====

No. 3
The following is a DFT calculation (ωB97M-V/def2-TZVPD) of a structure of composition C22H11BClF13N5O12Y.

orbital gap = 7.02 eV
relative energy (zero: lowest compared OMol25 entry of this formula, charge and spin) = 37.7 kJ/mol

```
! RIJCOSX wB97M-V def2-TZVPD def2/J DEFGRID3
* xyz -2 1
Y -0.068 0.101 -0.503
C -5.679 1.184 1.919
C -5.039 0.369 1.001
C -3.656 0.403 0.878
C -2.921 1.258 1.675
C -3.551 2.076 2.603
C -4.929 2.039 2.723
N -1.464 1.248 1.515
N -0.920 2.139 2.168
C 0.520 2.178 2.106
C 1.124 2.901 3.112
C 2.510 2.928 3.153
C 3.215 2.252 2.178
C 2.513 1.581 1.187
N 1.183 1.549 1.151
H -6.759 1.159 2.010
H -5.607 -0.295 0.361
H -3.164 -0.218 0.148
H -2.958 2.735 3.220
H -5.420 2.680 3.445
H 0.505 3.407 3.840
H 3.025 3.472 3.935
H 4.296 2.237 2.161
H 3.029 1.068 0.385
O -2.772 -3.374 -0.806
Cl -1.594 -2.610 -0.519
O -0.410 -3.414 -0.627
O -1.674 -1.968 0.789
O -1.507 -1.468 -1.477
O 2.845 -1.583 2.024
C 2.118 -1.607 1.035
O 0.953 -1.067 0.961
C 2.597 -2.312 -0.214
C 3.532 -3.301 -0.047
C 4.001 -4.020 -1.142
C 3.544 -3.753 -2.414
C 2.603 -2.765 -2.586
C 2.096 -1.977 -1.515
O 1.291 -1.004 -1.695
N 2.131 -2.573 -3.970
O 1.050 -2.062 -4.140
O 2.914 -2.843 -4.874
N 4.985 -5.079 -0.949
O 5.361 -5.711 -1.926
O 5.377 -5.303 0.185
H 3.897 -3.508 0.948
H 3.906 -4.305 -3.265
F -0.255 3.552 -3.055
C -1.314 3.498 -2.253
F -0.912 3.784 -1.015
F -2.137 4.503 -2.638
C -2.040 2.077 -2.268
O -1.758 1.359 -1.179
C -3.585 2.319 -2.288
F -4.254 1.177 -2.093
F -4.039 2.848 -3.441
F -3.935 3.144 -1.284
C -1.648 1.274 -3.564
F -1.541 2.037 -4.663
F -2.578 0.340 -3.832
F -0.496 0.624 -3.372
F 3.362 1.159 -1.755
B 2.432 2.127 -2.139
F 2.755 3.364 -1.574
F 2.275 2.184 -3.507
F 1.121 1.757 -1.542
*
```

=====

No. 4
The following is a DFT calculation (ωB97M-V/def2-TZVPD) of a structure of composition C24H28BBaF8O24.

orbital gap = 9.15 eV
relative energy (zero: lowest compared OMol25 entry of this formula, charge and spin) = 224.7 kJ/mol

```
! RIJCOSX wB97M-V def2-TZVPD def2/J DEFGRID3
* xyz 1 1
Ba 16.637 8.071 1.761
B 14.145 7.128 0.667
H 14.785 7.578 -0.166
H 13.019 7.016 0.382
H 14.559 6.094 0.970
H 14.344 7.839 1.535
C 13.026 12.901 1.440
C 13.496 12.269 0.131
O 14.346 11.226 0.549
C 14.209 11.027 1.874
O 14.717 10.122 2.485
O 13.330 11.866 2.401
F 14.256 13.183 -0.565
H 11.986 13.210 1.449
H 13.637 13.750 1.750
H 12.708 11.945 -0.546
C 18.738 2.486 2.208
C 17.829 2.210 3.390
O 16.873 3.233 3.232
C 17.346 4.189 2.449
O 16.801 5.249 2.289
O 18.569 3.894 1.986
F 18.505 2.435 4.552
H 18.405 1.939 1.323
H 19.759 2.169 2.405
H 17.438 1.197 3.379
C 11.964 8.153 3.395
C 11.503 6.812 2.871
O 10.603 7.191 1.839
C 10.204 8.466 2.044
O 9.421 9.005 1.335
O 10.861 9.017 3.095
F 10.818 6.080 3.792
H 12.840 8.489 2.851
H 12.051 8.102 4.479
H 12.307 6.216 2.444
C 12.868 4.702 5.923
C 13.337 3.647 4.970
O 14.321 4.342 4.204
C 14.440 5.612 4.581
O 15.098 6.446 4.045
O 13.672 5.852 5.681
F 12.330 3.272 4.137
H 12.818 4.411 6.973
H 11.837 4.987 5.705
H 13.802 2.740 5.349
C 13.372 3.585 0.919
C 14.094 3.305 -0.385
O 13.249 2.363 -1.016
C 12.365 1.854 -0.127
O 11.666 0.922 -0.310
O 12.430 2.538 1.045
F 15.351 2.812 -0.227
H 12.897 4.560 1.022
H 14.080 3.592 1.752
H 14.159 4.191 -1.016
C 17.299 12.512 -2.136
C 17.003 11.682 -3.369
O 16.492 10.486 -2.798
C 16.935 10.408 -1.532
O 16.511 9.607 -0.743
O 17.660 11.487 -1.212
F 18.179 11.410 -4.024
H 16.342 12.982 -1.888
H 18.088 13.238 -2.285
H 16.322 12.079 -4.117
C 10.901 5.371 -1.460
C 10.373 4.083 -2.076
O 9.560 4.528 -3.122
C 9.673 5.885 -3.266
O 9.134 6.498 -4.121
O 10.571 6.367 -2.394
F 9.614 3.367 -1.187
H 11.941 5.281 -1.154
H 10.318 5.537 -0.546
H 11.166 3.398 -2.380
C 12.945 9.058 -1.828
C 13.843 8.260 -2.760
O 13.583 8.942 -3.966
C 13.327 10.267 -3.692
O 13.428 11.138 -4.488
O 12.961 10.384 -2.417
F 13.279 7.008 -2.853
H 13.148 9.177 -0.767
H 11.874 8.834 -1.848
H 14.825 8.101 -2.321
*
```

=====

no.,electronic energy (eV),highest occupied orbital energy (Ha)
1,-5254.3390,-0.3227
2,-11949.4122,-0.3208
3,-104586.7398,-0.1355
4,-97588.5743,-0.4657